one) Formula: CHO3PS2
Source: OMol25
Level of theory: the ωB97M-V functional and the def2-TZVPD basis

```
! RIJCOSX wB97M-V def2-TZVPD def2/J DEFGRID3
* xyz -2 1
O 0.2261 1.7719 0.4498
C 0.4578 0.6204 0.8465
S 1.1004 0.1450 2.3022
P -0.1132 -0.6829 -0.3814
O -1.8542 -1.3676 0.5234
O -0.5364 0.3335 -1.5679
S 1.1671 -1.9854 -1.1213
H -0.4476 1.1651 -1.0512
*
```

Computed properties:
LUMO energy = 5.88 eV
gap between HOMO and LUMO = 6.11 eV
SMILES = [O-]C(=S)[P@@]([O-])(O)=S

Table of natural (NBO) atomic charges, one value per atom, all in e:
1 O -0.72
2 C 0.00
3 S -0.41
4 P 1.55
5 O -1.10
6 O -1.03
7 S -0.78
8 H 0.50



two) Formula: CHO3PS2
Source: OMol25
Level of theory: the ωB97M-V functional and the def2-TZVPD basis

```
! RIJCOSX wB97M-V def2-TZVPD def2/J DEFGRID3
* xyz -2 1
O 0.3709 1.8440 -0.0383
C 0.9147 0.7459 -0.3268
S 2.4791 0.6373 -0.8534
P -0.1975 -0.6957 0.0332
O 0.2183 -0.9593 1.8308
O -1.7044 -0.0660 0.0066
S -0.3823 -2.3883 -1.0439
H -1.6987 0.8820 0.3918
*
```

Computed properties:
LUMO energy = 5.94 eV
gap between HOMO and LUMO = 6.22 eV
SMILES = [O-]C(=S)[P@@]([O-])(O)=S

Table of natural (NBO) atomic charges, one value per atom, all in e:
1 O -0.72
2 C -0.03
3 S -0.43
4 P 1.66
5 O -1.15
6 O -1.03
7 S -0.81
8 H 0.50



List of relative energies, unit kJ/mol: one) 100.5; two) 0.0



one) Formula: C5H12NP
Source: OMol25
Level of theory: the ωB97M-V functional and the def2-TZVPD basis

```
! RIJCOSX wB97M-V def2-TZVPD def2/J DEFGRID3
* xyz 0 1
C -0.5868 -0.2113 -0.1980
C -2.8625 0.7850 -0.3425
C 0.3238 -2.3166 0.2616
C 2.5739 0.8657 0.8349
C -1.3127 0.9863 -0.4394
N -0.7243 -1.3696 0.1737
P 2.2439 -0.0749 -0.7780
H -3.3206 1.7658 -0.0088
H -3.2580 0.3494 -1.2753
H -2.9446 -0.1165 0.3428
H 1.2358 -1.8695 0.5906
H 0.6479 -2.6871 -0.6849
H -0.1002 -3.1149 0.8755
H 2.6646 0.0622 1.5700
H 1.6599 1.5699 1.1696
H 3.5429 1.5246 0.7085
H -0.9381 1.6150 0.2140
H -0.9642 1.2519 -1.5121
H 2.1192 0.9846 -1.5022
*
```

Computed properties:
LUMO energy (alpha / beta) = 0.34 / 0.03 eV
gap between HOMO and LUMO (alpha / beta) = 7.52 / 7.01 eV

Table of natural (NBO) atomic charges, one value per atom, all in e:
1 C 0.44
2 C -0.62
3 C -0.43
4 C -0.93
5 C -0.53
6 N -0.45
7 P 0.15
8 H 0.23
9 H 0.22
10 H 0.23
11 H 0.21
12 H 0.22
13 H 0.21
14 H 0.22
15 H 0.21
16 H 0.23
17 H 0.23
18 H 0.25
19 H -0.09



two) Formula: C5H12NP
Source: OMol25
Level of theory: the ωB97M-V functional and the def2-TZVPD basis

```
! RIJCOSX wB97M-V def2-TZVPD def2/J DEFGRID3
* xyz 0 1
C 1.4135 -0.2353 -1.0967
C 0.8011 -1.1473 -0.3286
C 1.2522 -0.9810 1.1472
C 1.7586 0.4837 1.0422
C 2.3262 0.6395 -0.4063
H 1.1540 -0.1493 -2.1773
H 0.1541 -1.8695 -0.5539
H 2.1246 -1.6215 1.4516
H 0.4612 -1.1540 1.8303
H 2.4338 0.7433 1.9250
H 0.8139 1.0324 1.0382
H 2.2746 1.5933 -0.8839
H 3.3937 0.2604 -0.5181
N -3.1036 -1.2548 -0.6745
P -2.9938 0.1787 0.3229
H -2.7871 -2.0833 -0.1821
H -2.3022 -1.0672 -1.1409
H -4.3408 0.5610 0.2849
H -3.0213 0.9321 -0.8461
*
```

Computed properties:
LUMO energy = 0.90 eV
gap between HOMO and LUMO = 10.00 eV
SMILES = C1=CCCC1.NP

Table of natural (NBO) atomic charges, one value per atom, all in e:
1 C -0.18
2 C -0.19
3 C -0.44
4 C -0.38
5 C -0.46
6 H 0.21
7 H 0.19
8 H 0.20
9 H 0.21
10 H 0.21
11 H 0.20
12 H 0.22
13 H 0.21
14 N -1.07
15 P 0.46
16 H 0.36
17 H 0.35
18 H -0.05
19 H -0.05



three) Formula: C5H12NP
Source: OMol25
Level of theory: the ωB97M-V functional and the def2-TZVPD basis

```
! RIJCOSX wB97M-V def2-TZVPD def2/J DEFGRID3
* xyz 0 1
C 0.1464 0.7575 -0.6591
C 0.0321 0.0268 0.5905
C -0.3695 2.2652 -0.6482
C -0.0792 -2.3757 -0.2353
C -0.8087 0.1568 1.7793
N 2.7187 -0.5689 -0.0186
P 1.6727 0.6765 0.4903
H 0.3130 0.2171 -1.5740
H -0.6411 2.6068 0.2588
H -1.3258 2.1885 -1.3114
H 0.3554 2.7541 -1.1974
H 0.6864 -2.4981 -0.9024
H -1.2057 -2.2418 -0.4577
H 0.0546 -3.0204 0.5506
H -1.4330 -0.7252 1.9179
H -1.5155 1.0227 1.6667
H -0.2260 0.3440 2.7808
H 2.5172 -1.3827 0.5484
H 2.6344 -0.7136 -1.0378
*
```

Computed properties:
LUMO energy (alpha / beta) = 0.05 / 0.18 eV
gap between HOMO and LUMO (alpha / beta) = 8.40 / 8.11 eV

Table of natural (NBO) atomic charges, one value per atom, all in e:
1 C -0.47
2 C -0.20
3 C -0.60
4 C -0.54
5 C -0.69
6 N -1.15
7 P 0.80
8 H 0.24
9 H 0.21
10 H 0.20
11 H 0.22
12 H 0.17
13 H 0.20
14 H 0.16
15 H 0.24
16 H 0.21
17 H 0.22
18 H 0.38
19 H 0.38



List of relative energies, unit kJ/mol: one) 231.5; two) 0.0; three) 283.1



one) Formula: C5H12OS
Source: OMol25
Level of theory: the ωB97M-V functional and the def2-TZVPD basis

```
! RIJCOSX wB97M-V def2-TZVPD def2/J DEFGRID3
* xyz 0 1
C -0.6305 0.5589 2.5851
S -1.0223 -1.0629 1.8622
C -1.1813 -0.6438 0.1514
C -0.7440 0.5762 -0.6277
C 0.8467 0.7268 -0.7880
C 1.4472 -0.6057 -1.1766
O 0.7803 -1.1943 -2.3337
H -0.6916 0.5308 3.6907
H 0.3882 0.8677 2.3124
H -1.1972 1.4758 2.4116
H -0.9541 -1.5667 -0.4059
H -2.2624 -0.4520 -0.0952
H -1.0342 0.4925 -1.6660
H -1.0118 1.4787 -0.0982
H 1.2234 1.2875 0.0670
H 0.9491 1.3584 -1.6707
H 2.5076 -0.4645 -1.4360
H 1.3204 -1.3406 -0.3842
H 1.2664 -2.0228 -2.3982
*
```

Computed properties:
LUMO energy = 0.83 eV
gap between HOMO and LUMO = 9.17 eV
SMILES = CSCCCCO

Table of natural (NBO) atomic charges, one value per atom, all in e:
1 C -0.78
2 S 0.24
3 C -0.60
4 C -0.40
5 C -0.43
6 C -0.08
7 O -0.73
8 H 0.24
9 H 0.21
10 H 0.22
11 H 0.23
12 H 0.22
13 H 0.23
14 H 0.21
15 H 0.21
16 H 0.20
17 H 0.17
18 H 0.17
19 H 0.47



two) Formula: C5H12OS
Source: OMol25
Level of theory: the ωB97M-V functional and the def2-TZVPD basis

```
! RIJCOSX wB97M-V def2-TZVPD def2/J DEFGRID3
* xyz 0 1
C -2.9297 0.7264 -0.3247
S -1.4961 0.4309 0.7432
C -0.6808 -0.7991 -0.1850
C 0.5953 -1.2943 0.4892
C 1.4718 -0.1703 1.0505
C 1.9633 0.8854 0.0190
O 2.0588 0.2750 -1.2982
H -2.6419 1.3166 -1.1911
H -3.7223 1.1176 0.3106
H -3.4148 -0.1964 -0.6576
H -0.4809 -0.4375 -1.2267
H -1.3373 -1.6104 -0.5092
H 1.1670 -1.8253 -0.2685
H 0.3088 -1.9269 1.3384
H 1.0003 0.3425 1.8873
H 2.3916 -0.5737 1.4492
H 2.9842 1.2012 0.2139
H 1.2372 1.7024 0.0233
H 1.5257 0.8358 -1.8635
*
```

Computed properties:
LUMO energy = 0.84 eV
gap between HOMO and LUMO = 9.28 eV
SMILES = CSCCCCO

Table of natural (NBO) atomic charges, one value per atom, all in e:
1 C -0.75
2 S 0.21
3 C -0.57
4 C -0.41
5 C -0.43
6 C -0.07
7 O -0.74
8 H 0.21
9 H 0.23
10 H 0.22
11 H 0.20
12 H 0.22
13 H 0.23
14 H 0.21
15 H 0.21
16 H 0.21
17 H 0.18
18 H 0.17
19 H 0.47



List of relative energies, unit kJ/mol: one) 60.3; two) 0.0



one) Formula: C2H8N2O3
Source: OMol25
Level of theory: the ωB97M-V functional and the def2-TZVPD basis

```
! RIJCOSX wB97M-V def2-TZVPD def2/J DEFGRID3
* xyz 0 1
H 1.2049 -0.8530 1.5729
N 1.9156 -0.1536 1.2953
N 2.1888 -0.0248 0.0941
C 1.5813 -0.9732 -0.8718
O 3.0055 0.8327 -0.2903
H 2.2017 -1.8048 -0.8096
H 0.5220 -1.2786 -0.4729
H 1.4199 -0.4053 -1.8656
C -2.4055 0.1411 0.5973
O -1.4716 0.4197 -0.4709
O -0.8390 1.6543 -0.4734
H -2.7977 1.1253 0.7390
H -1.9375 -0.0833 1.5040
H -3.0026 -0.7474 0.2478
H -1.5860 2.1509 -0.7958
*
```

Computed properties:
LUMO energy = 0.61 eV
gap between HOMO and LUMO = 10.32 eV
SMILES = [H]/N=[N+](\C)[O-].COO

Table of natural (NBO) atomic charges, one value per atom, all in e:
1 H 0.33
2 N -0.44
3 N 0.34
4 C -0.47
5 O -0.44
6 H 0.22
7 H 0.22
8 H 0.25
9 C -0.27
10 O -0.32
11 O -0.42
12 H 0.18
13 H 0.17
14 H 0.21
15 H 0.45



two) Formula: C2H8N2O3
Source: OMol25
Level of theory: the ωB97M-V functional and the def2-TZVPD basis

```
! RIJCOSX wB97M-V def2-TZVPD def2/J DEFGRID3
* xyz 0 1
N 3.4332 0.1990 -1.1177
C 2.2879 0.5984 -0.4205
O 2.1660 1.6665 0.1322
O 1.3395 -0.4418 -0.4558
H 3.5535 -0.7876 -1.3037
H 4.2358 0.7680 -0.8820
H 0.9985 -0.5700 -1.3569
N -1.2227 0.3926 0.8680
C -2.6053 -0.0193 0.8331
O -2.8473 -1.1478 -0.0337
H -0.6237 -0.3672 1.2003
H -0.8608 0.6560 -0.0709
H -2.8647 -0.3276 1.8591
H -3.2478 0.8148 0.5029
H -3.7421 -1.4339 0.2456
*
```

Computed properties:
LUMO energy = 0.50 eV
gap between HOMO and LUMO = 10.09 eV
SMILES = NC(=O)O.NCO

Table of natural (NBO) atomic charges, one value per atom, all in e:
1 N -0.86
2 C 0.88
3 O -0.57
4 O -0.75
5 H 0.40
6 H 0.40
7 H 0.50
8 N -0.83
9 C 0.08
10 O -0.74
11 H 0.37
12 H 0.36
13 H 0.15
14 H 0.15
15 H 0.46



List of relative energies, unit kJ/mol: one) 675.3; two) 0.0